DFT (ωB97M-V with the def2-TZVPD basis set) results for a cluster of 13 separate species, C50H119N5O28 in total.

Computed properties:
- total charge = -2
- LUMO energy (eV) = 2.991
- HOMO (eV) = -0.98
- multiplicity = 1
- E_tot (eV) = -118543.655

Last column: Löwdin charge in e.
CARTESIAN COORDINATES (ANGSTROEM)
C  0.7869  -2.2902  2.1244  -0.062
C  0.0912  -1.1308  2.2419  -0.387
C  -0.8884  -0.5533  1.1968  -0.430
O  -1.6958  0.4348  1.3542  -0.127
C  -0.8745  -1.1328  -0.0162  -0.065
C  -0.2103  -2.3914  -0.3113  -0.351
C  0.7045  -2.9905  0.8364  -0.370
O  1.3555  -4.0196  0.5854  -0.077
O  -0.3367  -2.9768  -1.4290  -0.093
O  0.3128  -0.5267  3.3955  -0.178
H  1.4830  -2.5726  2.9003  0.079
H  -1.5620  -0.7818  -0.7715  0.086
C  2.3691  3.9786  -3.5563  -0.102
O  3.5464  4.2105  -4.2964  -0.206
C  4.2497  5.3809  -3.9237  -0.236
C  5.6682  5.1219  -4.4666  -0.201
N  6.6590  6.1083  -3.9825  -0.062
C  7.9418  5.7950  -4.5718  -0.220
C  8.9089  6.9711  -4.4991  -0.249
O  8.7121  8.0017  -5.4571  -0.191
C  9.8069  8.9649  -5.4716  -0.089
H  2.5927  3.8123  -2.5025  0.088
H  1.9177  3.0821  -3.9813  0.091
H  1.6648  4.8004  -3.6848  0.082
H  4.2632  5.6878  -2.8779  0.116
H  3.7372  6.2021  -4.4247  0.118
H  5.4013  5.0852  -5.5228  0.120
H  5.9400  4.1016  -4.1960  0.117
H  6.6036  6.2628  -2.9860  0.113
H  7.9055  5.3994  -5.5868  0.128
H  8.3809  5.0747  -3.8815  0.116
H  9.8966  6.5556  -4.6990  0.110
H  8.9077  7.2908  -3.4570  0.118
H  10.7896  8.5080  -5.5886  0.079
H  9.7621  9.4672  -4.5052  0.078
H  9.5589  9.7234  -6.2141  0.082
C  0.7270  -5.4658  9.8494  -0.108
O  0.1353  -5.2076  8.5632  -0.185
C  0.3262  -6.2666  7.6621  -0.264
C  -0.2479  -5.9893  6.2716  -0.185
N  -1.7085  -5.8592  6.4189  -0.062
C  -2.2335  -5.1103  5.2986  -0.207
C  -3.7509  -5.3489  5.1978  -0.172
O  -4.5105  -4.1791  5.6539  -0.208
C  -4.6445  -3.0670  4.7708  -0.116
H  0.4298  -6.3450  10.4211  0.080
H  0.3245  -4.6228  10.4111  0.083
H  1.8071  -5.3287  9.7978  0.081
H  -0.1483  -7.1499  8.0897  0.107
H  1.3877  -6.5131  7.6840  0.111
H  0.1113  -6.6860  5.5142  0.117
H  0.1556  -4.9995  6.0579  0.125
H  -2.1943  -6.7236  6.6110  0.101
H  -1.8630  -5.4625  4.3359  0.110
H  -1.9718  -4.0522  5.3039  0.130
H  -4.1629  -6.2178  5.7112  0.108
H  -4.0336  -5.5776  4.1702  0.107
H  -5.3937  -3.1098  3.9803  0.076
H  -3.7346  -2.8935  4.1962  0.082
H  -4.7347  -2.1224  5.3071  0.084
C  2.7571  6.4902  5.2199  -0.108
O  2.0671  6.9391  4.0592  -0.212
C  1.9199  6.0111  2.9955  -0.221
C  1.0570  6.6013  1.9230  -0.222
N  1.5967  7.8087  1.3229  -0.071
C  0.7165  8.4163  0.3049  -0.183
C  1.4725  9.6058  -0.3646  -0.205
O  1.6853  10.6613  0.6169  -0.187
C  2.2032  11.8735  0.0522  -0.116
H  3.5253  5.7323  5.0667  0.081
H  2.0700  5.8885  5.8148  0.079
H  3.1346  7.3316  5.8011  0.084
H  1.4283  5.1826  3.5053  0.127
H  2.9097  5.6870  2.6740  0.124
H  0.1108  6.8789  2.3874  0.116
H  0.8239  5.7900  1.2334  0.128
H  1.8574  8.4542  2.0546  0.103
H  -0.1400  8.7235  0.9049  0.112
H  0.3825  7.7386  -0.4808  0.117
H  0.9301  9.8809  -1.2692  0.104
H  2.3620  9.2442  -0.8804  0.112
H  1.3698  12.3835  -0.4310  0.077
H  3.0008  11.8146  -0.6884  0.081
H  2.5239  12.5229  0.8668  0.080
C  -5.1775  1.6697  -7.4775  -0.156
O  -6.1546  0.8847  -6.9080  -0.158
C  -6.2580  1.2062  -5.5439  -0.249
C  -7.3313  0.3746  -4.8895  -0.179
N  -8.6770  0.5945  -5.5073  -0.063
C  -9.6448  -0.2830  -4.9653  -0.248
C  -10.9600  0.2753  -5.4556  -0.235
O  -11.0558  0.0516  -6.8729  -0.183
C  -12.1815  0.6378  -7.4899  -0.120
H  -5.4369  2.7278  -7.5124  0.085
H  -5.0588  1.4963  -8.5471  0.084
H  -4.1894  1.5627  -7.0299  0.093
H  -6.4390  2.2642  -5.3545  0.124
H  -5.3402  0.9662  -5.0072  0.127
H  -7.4114  0.7619  -3.8738  0.120
H  -7.0340  -0.6733  -4.8499  0.118
H  -8.6594  0.5809  -6.5171  0.109
H  -9.7423  -0.2339  -3.8808  0.128
H  -9.5008  -1.2979  -5.3359  0.126
H  -10.9484  1.3353  -5.2020  0.119
H  -11.7248  -0.1501  -4.8059  0.114
H  -13.1069  0.2925  -7.0288  0.077
H  -12.2680  0.3776  -8.5448  0.085
H  -12.1699  1.7110  -7.2996  0.083
C  -2.9039  -8.5102  0.3399  -0.138
O  -3.7515  -7.8500  -0.5579  -0.214
C  -3.0546  -7.2165  -1.6498  -0.210
C  -4.1133  -6.5831  -2.5615  -0.183
N  -3.3916  -5.9393  -3.7025  -0.042
C  -4.3727  -5.3162  -4.6416  -0.215
C  -3.6827  -4.3458  -5.5938  -0.217
O  -2.6411  -4.8875  -6.4291  -0.197
C  -2.3672  -4.1343  -7.6244  -0.110
H  -2.3337  -9.2872  -0.1693  0.077
H  -3.6627  -8.9922  0.9565  0.084
H  -2.2016  -7.9437  0.9515  0.089
H  -2.3730  -7.9337  -2.1073  0.118
H  -2.4322  -6.4723  -1.1530  0.128
H  -4.5544  -5.7892  -1.9588  0.122
H  -4.7074  -7.4456  -2.8633  0.120
H  -2.8151  -5.1847  -3.3585  0.109
H  -5.2532  -4.8662  -4.1831  0.106
H  -4.9035  -6.0614  -5.2341  0.106
H  -3.1962  -3.5589  -5.0175  0.121
H  -4.3729  -3.8120  -6.2470  0.107
H  -3.2128  -3.7870  -8.2179  0.072
H  -1.8105  -4.8115  -8.2722  0.082
H  -1.8213  -3.2439  -7.3124  0.082
C  -3.9004  3.2054  6.9482  -0.188
C  -2.7507  4.0788  7.5433  -0.241
O  -2.2327  3.4419  8.7193  -0.078
O  -3.3503  1.8522  6.6919  -0.089
H  -4.3103  3.6206  6.0276  0.107
H  -4.6732  3.0905  7.7082  0.109
H  -3.1828  5.0508  7.7813  0.105
H  -1.9490  4.2714  6.8303  0.111
H  -1.6530  2.7256  8.4501  0.080
H  -2.7725  1.8992  5.9267  0.083
C  7.6697  -4.2940  4.2557  -0.285
C  6.2491  -4.6494  3.8574  -0.246
O  5.9205  -4.0432  2.5953  -0.051
O  8.6059  -4.7439  3.3287  -0.053
H  7.8872  -4.6946  5.2458  0.118
H  7.6649  -3.2069  4.3349  0.115
H  5.5986  -4.4653  4.7125  0.114
H  6.2194  -5.7367  3.7860  0.112
H  5.0138  -4.2287  2.3402  0.093
H  8.2171  -4.5042  2.4843  0.080
C  -7.3071  3.4756  0.5910  -0.216
C  -6.3120  4.3466  -0.2475  -0.243
O  -5.0889  4.6669  0.4205  -0.062
O  -6.6877  2.2035  0.7971  -0.072
H  -8.2125  3.2211  0.0401  0.111
H  -7.5591  4.0358  1.4915  0.107
H  -6.7299  5.3249  -0.4850  0.107
H  -6.1747  3.9413  -1.2500  0.108
H  -4.5723  3.8889  0.6425  0.081
H  -5.7289  2.1896  0.8431  0.078
C  5.5203  1.9005  0.3175  -0.242
C  5.0130  0.6602  -0.3957  -0.247
O  5.9589  -0.4072  -0.4409  -0.065
O  5.9430  1.5751  1.6410  -0.072
H  4.6890  2.6055  0.3163  0.107
H  6.3077  2.4245  -0.2243  0.112
H  4.5242  0.8247  -1.3560  0.116
H  4.1293  0.2510  0.0939  0.121
H  6.0505  -0.7445  0.4532  0.076
H  5.2685  1.4252  2.3075  0.092
C  4.2064  -0.9931  -7.0623  -0.205
C  2.8772  -1.5403  -6.5220  -0.252
O  3.1403  -2.0924  -5.2411  -0.055
O  5.0420  -2.1231  -7.4420  -0.099
H  4.8367  -0.3770  -6.4211  0.124
H  3.9706  -0.5250  -8.0180  0.102
H  2.4465  -2.2622  -7.2159  0.111
H  2.1748  -0.7207  -6.3703  0.112
H  2.3251  -2.1881  -4.7433  0.092
H  4.6545  -2.5969  -8.1815  0.068
C  4.2190  -8.8613  -0.8605  -0.221
C  3.1522  -9.4104  0.1147  -0.286
O  3.0951  -8.5349  1.1845  -0.050
O  3.8134  -7.6172  -1.4930  -0.051
H  4.5658  -9.6116  -1.5710  0.108
H  5.0552  -8.8193  -0.1626  0.105
H  3.2929  -10.4503  0.4097  0.114
H  2.2054  -9.5130  -0.4155  0.110
H  2.9652  -7.6224  0.9160  0.088
H  3.1972  -7.0909  -0.9784  0.078
C  3.0793  -0.0630  8.7745  -0.272
C  3.6587  -1.0874  7.7837  -0.248
O  4.0578  -0.3666  6.6373  -0.050
O  1.7363  0.2161  8.4909  -0.054
H  3.6820  0.8451  8.7625  0.110
H  3.0878  -0.4170  9.8053  0.108
H  2.8721  -1.8277  7.6376  0.125
H  4.5230  -1.6222  8.1774  0.112
H  3.2646  -0.4302  6.1002  0.088
H  1.7132  0.0467  7.5462  0.076

Atomic forces in eV per Å
-0.39 -1.99 -3.99
0.29 2.75 4.95
-1.29 2.21 0.99
1.36 -0.86 1.32
1.04 -3.32 -2.49
-0.65 0.81 -0.87
0.71 -0.22 1.01
-0.13 0.00 -0.12
0.41 0.46 1.84
-1.21 0.16 -2.31
-0.03 -0.19 -0.08
-0.05 0.15 -0.13
-0.01 -0.24 -0.42
0.10 -0.09 0.75
0.38 -0.11 -0.62
-1.26 0.73 1.28
-1.91 -0.21 -2.79
0.69 1.10 1.52
0.58 -0.46 -0.63
0.53 0.36 -0.06
-1.78 -0.52 0.92
-0.09 0.05 0.12
-0.01 0.00 0.17
-0.14 0.20 0.17
-0.21 -0.76 0.56
0.32 0.47 -0.24
1.26 0.49 -0.45
0.03 -0.23 0.18
0.41 -0.39 -0.08
-0.48 0.02 0.16
0.66 -0.67 -0.46
0.38 -0.16 0.15
-0.02 0.68 0.12
-0.03 -0.12 -0.30
0.37 0.18 0.19
0.22 -0.35 -0.23
-0.76 1.99 -0.61
0.04 -0.37 0.68
0.25 -1.08 0.22
-0.30 0.76 2.13
1.47 0.79 -0.34
-1.53 -1.33 -0.58
-0.84 2.24 -0.61
-0.40 -0.60 -0.03
1.48 0.05 -0.57
-0.08 -0.55 -0.65
0.26 0.03 0.35
0.20 -0.41 0.02
-0.35 -0.42 0.01
0.42 -0.01 -0.61
-0.04 -0.22 -0.04
-0.21 0.10 -0.54
0.16 -0.07 -0.34
0.56 -0.26 -0.19
-0.19 0.04 0.49
0.41 0.17 0.73
0.08 0.36 -0.39
-0.62 -0.57 0.34
0.45 -0.22 -0.02
-0.40 -0.36 0.49
-0.90 -0.93 -0.24
0.88 1.43 0.29
0.25 -0.31 1.63
-0.49 0.44 0.42
0.94 -1.28 -1.40
1.46 1.11 1.34
-0.94 -0.51 0.49
0.70 -0.69 -1.57
-1.09 0.06 0.33
0.62 0.40 -0.72
-0.45 0.29 0.48
-0.09 -0.02 -0.26
-0.26 -0.68 -0.76
0.08 0.00 -0.40
-0.51 -0.31 0.32
0.21 0.25 -0.49
-0.20 0.22 -0.13
-0.69 0.65 -0.71
0.29 -0.32 0.21
-0.86 0.98 0.28
0.83 -0.11 0.91
-0.10 0.20 -0.24
0.21 -0.66 0.11
0.10 -0.24 0.10
0.81 0.98 -1.54
-0.29 -0.11 0.20
-0.27 -0.69 0.84
-1.13 0.89 -0.72
2.73 0.69 1.04
-1.32 0.46 -1.07
-0.09 -0.35 -0.02
-0.20 -0.27 0.53
-0.34 0.09 0.98
-0.16 0.39 0.69
-0.16 -0.82 -0.03
0.05 -0.11 0.31
-0.22 0.29 -0.41
0.44 -0.02 -0.12
0.05 -0.28 0.24
-0.02 -0.24 -0.10
0.13 -0.30 0.01
0.66 -0.12 0.11
-0.20 -0.50 0.39
-0.03 0.31 -0.37
-0.86 -0.48 -0.72
-0.21 -0.28 0.19
0.57 0.13 0.05
0.06 0.31 -0.48
-1.01 -0.97 0.02
0.21 0.60 -0.90
-0.15 0.28 1.52
2.77 0.18 0.06
-2.03 -0.27 -0.66
0.85 -0.87 -0.65
0.82 0.93 -0.27
-1.05 -0.53 -0.62
0.11 -0.42 1.21
0.20 -0.19 -0.15
0.55 -0.27 0.61
-0.17 0.66 -0.16
-0.21 -0.13 -0.52
0.26 0.46 -0.46
-0.97 -0.42 0.00
-0.63 0.63 -0.31
0.22 0.06 0.34
0.25 0.88 0.61
0.52 -0.68 -0.21
-0.02 0.22 0.43
-0.56 -0.21 0.03
-0.65 -0.19 0.33
0.35 0.27 0.16
0.42 0.08 -0.38
2.15 -1.17 -0.01
-0.85 -0.97 -0.04
-0.30 0.99 -0.20
-1.01 1.39 0.56
-0.05 0.13 0.01
0.04 -0.12 -0.13
0.13 0.05 0.50
0.00 -0.20 -0.25
-0.13 -0.18 -0.20
0.06 0.00 -0.28
-1.21 0.82 0.17
0.13 -1.09 -0.05
0.65 0.02 1.10
0.42 -0.23 -0.23
0.07 -0.19 -0.09
0.38 0.35 0.08
-0.42 0.82 -0.23
-0.05 -0.33 -0.43
-0.19 -0.08 0.08
0.14 -0.04 -0.45
2.20 0.02 -1.18
-0.76 0.52 0.12
-0.63 -0.09 -0.12
-0.94 -0.27 0.43
-0.04 0.42 -0.11
0.09 -0.33 0.38
-0.33 0.14 0.39
0.42 -0.68 0.10
0.05 -0.21 -0.14
0.02 0.41 0.13
-1.29 -0.37 0.16
-0.59 -1.09 0.50
0.14 0.56 -0.68
1.23 0.32 -0.27
-0.24 0.20 0.23
0.47 -0.42 0.30
0.98 0.34 -0.59
-0.14 0.27 0.84
-0.02 0.05 0.10
-0.59 0.10 -0.58
-0.42 -2.10 -1.64
0.83 1.06 1.58
0.15 -0.30 -0.30
0.49 0.37 0.55
-0.56 -0.06 0.17
-0.02 0.85 0.15
0.07 -0.15 -0.18
-0.19 0.25 -0.41
-0.12 -0.07 0.08
-0.24 0.14 0.06
-0.72 -0.36 1.03
-0.28 0.31 -2.30
-0.25 -0.24 1.61
1.07 -1.62 -0.03
-0.57 0.34 -0.68
0.54 1.09 -0.17
0.82 0.21 0.59
-0.49 0.51 -0.15
-0.17 -0.01 -0.14
-0.04 -0.09 0.25
0.71 -0.64 1.14
0.25 0.76 1.59
-0.67 -0.72 -0.46
-0.11 0.02 -0.64
0.19 0.12 -0.23
0.18 -0.30 0.12
-0.03 -0.15 -0.53
0.10 0.16 0.16
0.24 0.38 -0.99
-0.98 0.36 -0.29